Record 1
C6H15ClF6N2OP | wB97M-V/def2-TZVPD

The geometry in XYZ format:
```
32
Properties=species:S:1:pos:R:3:forces:R:3
C -3.126 2.469 -0.113 0.4667 0.1416 -0.2866
C -2.978 2.185 -1.632 0.4232 -0.5404 0.9573
C -1.603 1.568 -1.957 0.0936 0.2031 -0.1698
N -1.626 0.092 -1.980 -0.4037 0.5376 -0.0337
N -0.594 -0.442 -1.120 0.0936 -0.3575 -0.2096
C -1.201 -0.796 0.157 -0.3953 0.4017 0.0822
C -0.175 -1.282 1.177 0.1460 -0.6196 -0.6769
Cl 0.295 -2.952 0.652 0.0089 0.1534 0.1771
O 0.997 -0.542 1.233 -1.5731 0.4840 0.3151
C 0.771 0.827 1.553 0.8060 -0.1074 0.2332
H -2.137 2.561 0.347 -0.0601 0.0655 -0.0311
H -3.632 3.419 0.075 -0.2681 -0.2408 0.0912
H -3.618 1.639 0.395 -0.1780 0.2020 0.0299
H -3.713 1.411 -1.862 -0.1308 0.3561 -0.4934
H -3.137 3.095 -2.212 -0.1120 -0.1057 -0.0357
H -1.230 1.976 -2.906 -0.1089 -0.1875 -0.0322
H -0.855 1.862 -1.216 -0.1011 0.0241 0.0087
H -1.438 -0.189 -2.933 0.1873 -0.2816 0.1781
H -0.302 -1.313 -1.556 0.2727 0.1067 0.1289
H -1.685 0.106 0.549 0.0678 -0.0222 -0.0451
H -1.998 -1.540 0.031 0.0861 -0.0222 0.1854
H -0.646 -1.428 2.157 0.0443 0.1603 -0.0381
H 1.160 1.429 0.728 -0.3160 0.0603 -0.0032
H -0.269 1.070 1.784 0.0142 -0.0093 -0.1550
H 1.374 1.056 2.438 -0.0863 0.0005 -0.0460
F 4.677 -1.183 -0.293 0.1168 -0.4798 -0.7047
P 4.464 -2.317 0.890 -0.1261 0.1111 0.1130
F 5.778 -1.606 1.596 -0.0561 0.8036 -0.2368
F 5.576 -3.197 0.047 0.5906 -0.0821 0.5411
F 3.623 -3.712 0.628 -0.5810 0.2341 -0.4582
F 2.987 -1.594 0.893 1.0874 -0.0800 0.5877
F 4.165 -2.602 2.491 -0.0084 -0.9099 0.0271
```
Positions in Å, forces in eV/Å.

Calculated values
Highest occupied orbital energy, eV: -6.1084
Net charge: -1
Max |F|, eV/Å: 1.68
Energy above the lowest of the compared OMol25 structures with the same formula, charge and spin, kcal/mol: 20.7
E_LUMO, eV: 2.7862
E_tot, eV: -49613.102
Kohn-Sham gap, Ha: 0.3269

---

Record 2
C6H15ClHfNO2 | wB97M-V/def2-TZVPD

The geometry in XYZ format:
```
26
Properties=species:S:1:pos:R:3:forces:R:3
Hf 8.780 7.807 5.488 -3.7679 -6.2775 2.4358
Cl 9.009 5.882 7.449 -0.0787 3.6659 -3.1998
C 8.371 4.602 4.334 1.5705 -2.8465 -0.2664
O 7.905 5.943 4.397 0.6204 2.9769 0.8347
C 6.566 6.022 3.836 -1.8211 0.5484 0.1173
C 5.906 7.386 4.194 1.4428 -1.9500 -2.8494
N 6.400 7.836 5.482 1.2858 0.4267 -0.3798
C 5.635 7.202 6.582 -0.7757 -1.3698 1.5600
C 4.470 8.156 7.052 0.8621 0.0091 0.9451
O 4.937 9.497 6.889 -0.1213 -0.5122 -0.0719
C 3.966 10.520 7.272 -0.9738 0.6517 -0.7057
H 8.394 4.172 3.332 0.1478 0.9377 -0.6060
H 7.740 3.843 4.797 -0.5204 0.7400 0.8951
H 9.377 4.490 4.739 -0.0953 0.4211 0.0883
H 5.974 5.226 4.288 0.3411 -0.3126 -0.0795
H 6.630 5.894 2.756 0.0126 -0.1145 0.0629
H 4.822 7.318 4.098 -0.1844 -0.1869 0.6745
H 6.130 8.013 3.332 0.4376 0.9406 0.4245
H 5.817 8.655 5.576 0.6692 3.0886 0.2632
H 6.296 6.907 7.398 -0.0394 0.4366 0.1283
H 5.239 6.257 6.211 -0.1408 -0.0016 0.0597
H 4.344 7.953 8.115 -0.1462 -0.1209 0.0840
H 3.515 7.933 6.576 0.0443 0.2317 -0.4416
H 4.366 11.529 7.171 0.6738 -0.4064 -0.0588
H 3.526 10.462 8.267 0.5808 -0.7082 0.2260
H 3.126 10.494 6.578 -0.0237 -0.2680 -0.1404
```
Positions in Å, forces in eV/Å.

Calculated values
Highest occupied orbital energy, eV: -19.9072
Net charge: +3
Max |F|, eV/Å: 7.72
E_LUMO, eV: -15.9317
E_tot, eV: -25842.209
Kohn-Sham gap, Ha: 0.1461

---

Record 3
C6H15ClI2O2PRu | wB97M-V/def2-TZVPD

The geometry in XYZ format:
```
28
Properties=species:S:1:pos:R:3:forces:R:3
I 2.948 -2.894 -0.282 1.0812 -0.5061 0.1658
I 0.843 -4.019 -1.129 -0.1123 -1.1831 -0.3837
Ru -0.669 0.766 0.578 -1.8441 0.5644 4.2227
P -0.151 1.840 -1.326 0.9045 0.1206 -3.7601
C 0.929 1.258 -2.701 -1.1307 -0.5245 -0.8704
C -1.744 2.058 -2.038 -1.3396 0.5737 0.4443
H 0.116 3.388 0.350 0.8888 0.4648 -0.9035
H 0.747 4.019 -1.266 0.0108 -0.1651 0.2850
H 1.730 2.828 -0.305 -0.6758 0.2940 -0.2803
C 0.698 3.148 -0.588 0.3930 1.3737 1.8979
H -2.417 2.289 -1.176 0.0672 0.0147 -1.0450
H -1.757 2.881 -2.778 0.0322 -0.2692 0.2895
H 1.046 2.035 -3.494 -0.3755 -0.0701 0.8166
H 0.483 0.376 -3.226 0.2530 0.7251 0.5144
H -2.065 1.125 -2.532 0.1227 0.3121 0.1708
H 1.911 0.999 -2.376 0.7433 -0.1428 0.4029
C 0.240 -0.410 -0.444 4.6823 -5.1719 -6.2612
O 0.825 -1.098 -1.233 -3.5744 4.0028 4.5080
Cl -2.029 2.467 1.480 0.7474 -1.0658 -0.5214
C -0.203 -3.047 3.522 1.1746 -1.0009 -0.0787
C 0.132 -2.473 2.192 0.4622 -0.0959 -1.3060
O -0.481 -1.150 2.049 -2.0071 0.8932 -1.0271
H -0.059 -2.317 4.313 0.0130 -0.0443 0.0834
H 0.550 -3.871 3.645 -0.7977 0.4972 0.2974
H -1.200 -3.474 3.542 -0.1402 -0.0086 0.1157
H 1.188 -2.314 1.964 0.0996 0.2935 0.7946
H -0.155 -3.094 1.317 -0.5180 0.1652 0.6427
H -1.455 -1.316 1.941 0.8400 -0.0468 0.7857
```
Positions in Å, forces in eV/Å.

Calculated values
Highest occupied orbital energy (spin up / spin down), eV: -20.3932 / -20.1787
Net charge: +3
Max |F|, eV/Å: 9.37
Spin multiplicity: 5
E_LUMO (spin up / spin down), eV: -12.0153 / -14.5589
E_tot, eV: -51120.353
Kohn-Sham gap (spin up / spin down), Ha: 0.3079 / 0.2065

---

Record 4
C6H15ClLiNO2 | wB97M-V/def2-TZVPD

The geometry in XYZ format:
```
26
Properties=species:S:1:pos:R:3:forces:R:3
Li -1.407 -0.728 4.585 -0.3531 0.9451 -1.2461
Cl -1.951 0.764 2.668 0.3672 -0.9667 1.2965
C 2.812 1.056 1.161 1.1225 -1.7102 -0.8216
O 2.077 1.579 0.077 0.5665 -1.9883 1.2298
C 0.961 2.242 0.617 -0.3240 1.3543 -2.1762
C -0.143 2.275 -0.518 -0.3523 0.5890 2.1227
N -1.013 1.075 -0.586 1.6240 1.5876 -1.1036
C -0.230 -0.101 -0.890 -2.2463 -2.1529 0.9734
C -1.284 -1.248 -1.112 -0.1876 0.3940 -1.5908
O -0.598 -2.438 -1.186 2.1529 -1.5771 -0.4861
C -1.240 -3.665 -1.495 -0.0733 0.6600 1.7851
H 3.377 0.203 0.785 0.5274 0.1879 -0.4284
H 2.244 0.513 1.916 -0.7476 0.6312 0.2446
H 3.534 1.724 1.631 -0.2372 0.4814 0.0247
H 1.467 3.198 0.758 -1.2525 1.0400 0.5266
H 0.621 1.855 1.577 -0.2341 -0.2846 -0.1937
H 0.319 2.607 -1.448 0.1105 -0.7805 -0.2363
H -0.787 3.121 -0.279 -0.2443 0.0373 0.1864
H -1.419 0.947 0.330 -0.1823 0.0614 0.1613
H 0.244 -0.483 0.014 0.8636 0.1306 0.0558
H 0.498 -0.015 -1.696 -0.3233 0.1780 -0.0030
H -1.820 -1.196 -2.060 -0.1897 0.8967 -0.3537
H -2.081 -1.283 -0.370 0.1262 0.3369 0.6833
H -1.972 -3.681 -2.302 0.1113 0.4157 -0.2505
H -1.729 -3.887 -0.547 -0.6939 -0.7247 -0.1148
H -0.479 -4.434 -1.629 0.0696 0.2579 -0.2856
```
Positions in Å, forces in eV/Å.

Calculated values
Highest occupied orbital energy, eV: -7.8654
Net charge: 0
Max |F|, eV/Å: 3.26
Energy above the lowest of the compared OMol25 structures with the same formula, charge and spin, kcal/mol: 40.2
E_LUMO, eV: -1.5526
E_tot, eV: -24776.380
Kohn-Sham gap, Ha: 0.2320